(1)
The following is a DFT calculation (ωB97M-V/def2-TZVPD) of an isolated molecule of C5H5FO2.

Summary:
SMILES string = C#C[C@]1(O)[C@@H](O)[C@@H]1F
orbital gap = 10.1 eV
relative energy (zero: lowest compared OMol25 entry of this formula, charge and spin) = 552.4 kJ/mol

The geometry in XYZ format:
```
13
Properties=species:S:1:pos:R:3:forces:R:3
F -0.51981 2.05099 -0.58931 1.4144 -0.8539 -0.3037
O 2.06945 -0.29085 0.47323 3.4673 2.4351 1.0986
O 0.10704 -1.44919 -1.23314 2.5405 -4.4752 1.4799
C -1.57167 -0.34335 -0.05023 -1.5717 0.1536 1.1002
C -2.68748 -0.39633 0.44584 -0.5435 2.1440 1.2978
C 0.71187 0.14651 0.57707 3.8945 1.4024 0.2195
C -0.15706 -0.35173 -0.46136 -1.7970 -1.0955 -0.7410
C 0.45037 1.02307 -0.66326 -0.6897 0.9699 -0.2193
H 1.33948 1.23479 -1.41043 -2.0503 -0.5407 1.8382
H 2.85242 0.51515 0.81078 -4.1385 -3.4877 -1.4988
H 0.50512 0.15983 1.62138 -1.2189 0.8363 0.4340
H -3.60346 0.03531 1.09006 2.4787 -1.7621 -2.1463
H 0.50371 -2.33421 -0.61063 -1.7858 4.2739 -2.5592
```
Positions in Å, forces in eV/Å.



(2)
The following is a DFT calculation (ωB97M-V/def2-TZVPD) of a structure of composition C5H5FO4Pt.

Summary:
multiplicity = 4
charge = +1
orbital gap (spin up / spin down) = 8.1 / 7.2 eV

The geometry in XYZ format:
```
16
Properties=species:S:1:pos:R:3:forces:R:3
Pt 2.53373 -0.34068 0.07493 16.3654 -9.5501 5.6319
F 0.33630 2.34797 -0.76584 0.6343 -1.1405 0.7896
O -2.71484 0.85767 1.57777 1.6623 0.6185 -0.6220
O 1.21507 0.39834 -0.33203 -14.2661 6.8809 -6.8909
O -0.96763 0.77045 0.16891 2.1798 -0.4146 -1.3191
O -0.73880 1.77690 2.11581 1.8886 0.5482 0.1345
C 0.52870 1.83290 1.54640 0.7490 -0.0902 1.1322
C 0.39104 1.27903 0.13659 -5.1953 4.0815 0.8094
C 2.95644 0.09980 2.20077 -0.7706 3.1026 0.1207
C -1.58770 1.13398 1.28985 -2.8168 -1.1832 1.2350
C 2.98616 -1.22691 2.33718 -0.1901 -1.5951 -0.7560
H 3.83315 0.75647 2.19472 -0.1293 -0.2585 0.2362
H 1.67852 1.10565 2.29744 0.0167 -1.1720 -0.8894
H 2.07057 -1.82584 2.38776 0.3123 0.1265 0.3879
H 1.01634 2.80151 1.66455 -0.2003 -0.0604 -0.1516
H 3.94097 -1.76736 2.34917 -0.2399 0.1064 0.1517
```
Positions in Å, forces in eV/Å.



(3)
The following is a DFT calculation (ωB97M-V/def2-TZVPD) of a structure of composition C5H5FeO15.

Summary:
multiplicity = 6
charge = -2
orbital gap (spin up / spin down) = 7.2 / 7.1 eV
relative energy (zero: lowest compared OMol25 entry of this formula, charge and spin) = 130.4 kJ/mol

The geometry in XYZ format:
```
26
Properties=species:S:1:pos:R:3:forces:R:3
Fe 13.89150 9.27077 -10.92924 -1.2024 -0.9234 0.2711
O 12.91232 7.70335 -11.74354 0.7363 0.3187 -0.7658
O 15.69624 6.37991 -12.14641 0.8796 -0.2441 -0.8695
O 10.55901 11.53796 -9.58388 -0.4306 0.5412 -0.4190
O 10.28631 9.31386 -9.50485 -0.8816 1.4757 -0.2026
O 14.43531 8.31659 -7.11776 0.3034 0.4151 0.2828
O 10.96321 6.70112 -11.32508 0.7431 -0.7162 -0.7745
O 13.68147 10.31975 -12.76819 -0.6695 -0.1388 -3.4950
O 17.48571 7.61310 -12.60698 -0.0090 -0.0057 0.0170
O 14.68569 11.31034 -11.28538 1.6171 2.6318 0.5311
O 12.11290 10.10998 -10.41175 0.2971 1.6678 -0.5603
O 12.57848 5.63608 -12.45801 1.1258 0.1320 -0.9380
O 14.50170 9.71782 -8.94637 0.6925 0.9720 1.3606
O 13.84980 7.71442 -9.20274 -0.3560 -1.2741 0.6782
O 15.71882 8.43228 -11.36705 1.4534 0.9354 -0.9463
O 14.62106 12.32760 -13.36097 -0.3953 0.0434 -1.1974
C 14.32600 11.35919 -12.49398 -0.5138 -3.0744 3.6652
C 14.25374 8.57990 -8.42798 -0.3671 0.1586 -2.7169
C 10.96331 10.27698 -9.90522 1.5784 -3.8492 1.2128
C 12.09546 6.70700 -11.81181 -2.0284 1.9493 2.2270
C 16.25195 7.48576 -12.04403 -3.3426 -0.4384 1.9924
H 14.85350 9.10891 -6.75623 -0.1189 0.0122 -0.0090
H 9.70083 11.31333 -9.19285 0.0833 0.2773 0.0427
H 17.51998 6.68850 -12.91285 0.5278 0.2911 -0.2293
H 13.42870 6.03921 -12.74508 0.1091 -0.9046 0.1237
H 14.68564 13.20497 -12.98036 0.1682 -0.2529 0.7189
```
Positions in Å, forces in eV/Å.



(4)
The following is a DFT calculation (ωB97M-V/def2-TZVPD) of an isolated molecule of C5H5IN4.

Summary:
orbital gap (spin up / spin down) = 7.3 / 7.8 eV
relative energy (zero: lowest compared OMol25 entry of this formula, charge and spin) = 0.0 kJ/mol

The geometry in XYZ format:
```
15
Properties=species:S:1:pos:R:3:forces:R:3
I 3.62484 -1.85226 -0.36314 0.7021 0.2215 0.1862
N 1.11403 -1.35348 0.92133 0.1991 0.4593 1.2320
N 1.62578 -1.94256 -0.07658 -1.4635 -0.0189 -1.7004
N -0.78935 1.10646 -2.22516 -0.2560 0.2390 0.4475
N 0.13262 0.21245 -2.64036 0.3556 -0.3327 -0.4369
C -0.12019 0.09810 -0.39577 0.0208 0.0791 -0.5919
C -0.96423 1.08621 -0.88330 0.2100 -0.3938 -0.0281
C 0.53409 -0.37203 -1.55583 0.0828 -0.1770 0.5200
C -0.48498 -0.05991 2.15848 0.0590 -0.0496 0.0866
C 0.18134 -0.46064 0.88933 0.2341 -0.1375 0.0157
H -1.23278 1.72162 -2.89383 0.1445 -0.1656 0.1426
H -1.07985 0.83639 2.01767 -0.0473 0.0978 0.0209
H -1.67342 1.72069 -0.38964 -0.1397 0.1627 0.0340
H 0.26693 0.11736 2.92414 -0.0141 0.0433 0.0660
H -1.13484 -0.85841 2.51267 -0.0874 -0.0276 0.0057
```
Positions in Å, forces in eV/Å.



(5)
The following is a DFT calculation (ωB97M-V/def2-TZVPD) of a structure of composition C5H5N.

Summary:
orbital gap = 10.7 eV
relative energy (zero: lowest compared OMol25 entry of this formula, charge and spin) = 312.1 kJ/mol

The geometry in XYZ format:
```
11
Properties=species:S:1:pos:R:3:forces:R:3
N -0.96339 -0.30933 -1.32550 0.2399 0.2742 -0.0330
C -0.97049 -0.28666 0.18082 -0.2888 -0.1545 0.2090
C 0.06166 0.87331 0.15372 0.0405 0.1828 -0.0486
C 1.03540 -0.12461 0.74618 0.1267 -0.1488 0.0240
C 0.15447 -1.12777 0.75511 0.1206 -0.1147 0.0146
C -0.09057 0.62774 -1.33004 -0.0413 -0.0679 -0.2892
H -1.95282 -0.24509 0.65769 0.2239 0.0054 -0.1105
H 0.23789 -2.20003 0.89230 -0.0245 0.1463 0.1692
H 0.48402 0.98099 -2.18441 -0.3131 0.1682 -0.0653
H -0.10681 1.86705 0.57725 0.0902 -0.2316 -0.0935
H 2.11063 -0.05561 0.87688 -0.1742 -0.0595 0.2234
```
Positions in Å, forces in eV/Å.



(6)
The following is a DFT calculation (ωB97M-V/def2-TZVPD) of an isolated molecule of C5H5N.

Summary:
SMILES string = C#C/C=N\C=C
orbital gap = 9.2 eV
relative energy (zero: lowest compared OMol25 entry of this formula, charge and spin) = 376.5 kJ/mol

The geometry in XYZ format:
```
11
Properties=species:S:1:pos:R:3:forces:R:3
N 0.42647 0.11753 -1.40060 0.3852 -0.5583 -0.3259
C 1.19993 -0.36780 -0.54683 -0.9510 -0.2288 0.5087
C -0.74792 0.64506 -0.97258 -2.3494 -0.6783 0.3028
C -1.79995 0.00365 -0.38624 1.2731 1.5065 -0.2074
C 1.09757 -0.25823 0.87018 0.6757 -0.4256 0.4554
C 1.46168 -0.32171 2.01204 -0.3311 0.4871 -0.9222
H 1.90285 -1.04355 -0.89855 1.9695 -0.8526 -0.5092
H 1.89265 -0.13013 2.93388 0.2014 -0.0932 1.3474
H -2.66301 0.62515 -0.47370 -0.7623 0.1089 0.5084
H -1.88879 -0.89087 0.23467 0.5079 -0.0106 -0.8227
H -0.88148 1.62092 -1.37227 -0.6190 0.7448 -0.3354
```
Positions in Å, forces in eV/Å.



(7)
The following is a DFT calculation (ωB97M-V/def2-TZVPD) of an isolated molecule of C5H5N.

Summary:
orbital gap = 8.4 eV
relative energy (zero: lowest compared OMol25 entry of this formula, charge and spin) = 540.1 kJ/mol

The geometry in XYZ format:
```
11
Properties=species:S:1:pos:R:3:forces:R:3
N 0.17157 -2.88237 -0.53689 -0.0060 1.0758 0.1531
C 0.11476 -1.73337 -0.36781 0.0666 -0.9408 -0.1027
C -0.30538 0.55492 -1.38294 -0.0164 0.0617 -0.0725
C 0.02434 -0.32461 -0.20035 -0.1436 -0.0139 0.0227
C -0.07367 0.17066 1.10618 -0.1194 0.1221 0.2557
C 0.16581 0.68658 2.21317 -0.1648 -0.1662 -0.2671
H 1.11969 0.17138 1.00698 0.2143 -0.0020 0.0215
H 0.26668 0.26100 -2.26745 -0.0660 0.0186 0.1554
H -1.37240 0.48078 -1.62740 0.1369 0.0415 -0.0164
H -0.02770 1.01236 3.21587 0.1153 -0.0327 -0.1369
H -0.08371 1.60267 -1.15937 -0.0168 -0.1641 -0.0128
```
Positions in Å, forces in eV/Å.



(8)
The following is a DFT calculation (ωB97M-V/def2-TZVPD) of an isolated molecule of C5H5N.

Summary:
SMILES string = CC1=C[C@@H]1C#N
orbital gap = 11.0 eV
relative energy (zero: lowest compared OMol25 entry of this formula, charge and spin) = 297.9 kJ/mol

The geometry in XYZ format:
```
11
Properties=species:S:1:pos:R:3:forces:R:3
N 3.10954 0.66227 0.22940 0.5568 0.4430 0.2591
C 0.97994 -0.45001 -0.60148 -2.3791 -1.9046 -0.7187
C -1.50733 0.91759 0.21238 -0.4901 -3.9764 -0.0023
C -0.33982 -0.18426 0.14389 -0.7965 1.0953 0.0631
C 0.17235 -1.36221 0.37535 -0.5004 1.8159 -0.6945
C 2.13713 0.18530 -0.13924 1.0889 0.1672 0.1742
H -2.34138 0.50430 0.86037 0.8798 0.0079 -0.9334
H -1.88861 1.00728 -0.81065 0.0692 0.0976 0.2233
H 0.08187 -2.36342 0.77128 0.2221 0.2515 0.0208
H 0.99393 -0.78557 -1.68436 -0.0587 0.7793 1.2644
H -1.39762 1.86871 0.64306 1.4080 1.2233 0.3440
```
Positions in Å, forces in eV/Å.